1.
Formula: C33H36MoN5O5S2Se2
Source: OMol25
Level of theory: ωB97M-V/def2-TZVPD

```
84
Properties=species:S:1:pos:R:3:mulliken_charge:R:1
H -0.466 1.587 0.655 -0.479
C 0.528 2.421 -2.834 0.073
H -4.237 0.917 -0.888 0.548
C 2.843 -3.368 -3.003 -0.402
C 2.264 -5.039 3.211 -0.535
C -2.139 2.369 -3.447 -0.214
C 3.593 2.111 0.601 -0.198
N 2.112 -1.018 -1.742 0.569
Se 4.085 -1.133 0.276 0.207
H 4.309 -3.537 -1.429 0.553
H 0.563 2.817 1.639 0.413
H 2.286 2.898 -1.895 0.393
C -1.860 -1.553 -2.667 -1.063
O 0.877 -0.670 0.881 -0.230
N 2.246 2.059 0.680 0.733
C 2.810 -4.022 3.980 -0.745
C 1.608 -2.431 2.664 0.956
H -3.859 2.287 0.122 0.507
C 1.865 -2.553 -3.551 -1.211
N 1.827 2.072 -2.277 -0.393
H -1.586 1.375 -5.254 0.537
O -4.548 2.604 -2.553 -0.700
H 2.912 -1.897 4.298 0.482
H 0.763 -0.723 -3.278 0.743
H 4.286 4.554 2.819 0.491
C -0.435 0.435 4.185 -0.454
C 2.335 3.779 2.342 -0.971
S -3.874 1.891 -3.613 1.294
H 1.792 4.422 3.021 0.555
H 0.010 3.691 -1.172 0.605
H -4.198 0.730 0.918 0.269
H -3.604 -2.584 -1.065 0.480
C 3.714 3.849 2.230 -0.453
H 0.460 0.951 4.516 0.483
C 1.393 -4.751 2.163 -0.954
C 4.355 2.985 1.349 -0.732
C -3.636 -1.503 -0.947 -1.339
C 3.489 -2.963 -1.840 -0.866
Se 4.456 0.973 -0.683 0.097
H 0.971 -5.555 1.576 0.483
C 0.120 1.831 -4.023 -0.506
O -3.746 0.454 -3.314 -0.586
H -1.720 1.386 5.616 0.479
H -3.603 -1.469 3.034 0.546
H -1.740 1.624 1.860 0.500
C 3.107 -1.781 -1.240 0.395
H -2.725 -1.951 -3.192 0.578
H -1.433 -1.924 1.927 0.274
H 1.367 -2.810 -4.476 0.556
H 0.845 1.378 -4.691 0.577
H -3.739 0.186 4.858 0.475
H -1.448 -0.768 -3.293 0.270
S 1.207 -0.731 2.418 -0.142
H 2.518 -6.068 3.427 0.458
C -0.377 -0.495 3.154 0.912
O -4.251 2.161 -4.966 -0.681
C -1.223 1.833 -4.341 -1.047
Mo 1.313 0.607 -0.652 -0.553
H 3.132 -4.290 -3.491 0.493
C -2.714 -0.930 3.337 -0.718
H -4.435 -1.093 -1.563 0.354
H 0.373 -3.203 1.072 0.217
O -0.444 0.235 -1.210 2.360
H -3.785 -1.273 0.103 0.377
C -3.757 1.205 0.042 -1.529
H -1.721 2.832 0.536 0.838
C 1.052 -3.439 1.882 0.053
C -1.521 1.793 0.803 -0.931
N -2.339 -0.985 -1.403 0.466
C -1.504 -1.191 2.721 -0.039
C 1.525 -1.386 -2.898 -0.457
N -2.302 0.910 -0.022 0.553
C -2.789 0.001 4.373 -0.653
C -0.351 3.141 -2.037 -0.555
C -1.705 3.110 -2.353 -0.496
H -2.447 3.621 -1.750 0.744
H 5.431 2.985 1.244 0.581
C -1.739 0.047 -0.860 -0.054
C 2.489 -2.699 3.704 -0.631
C 1.638 2.876 1.564 -0.229
H 2.448 1.721 -3.005 0.357
C -1.656 0.678 4.801 -0.856
H -1.145 -2.355 -2.480 0.254
H 3.484 -4.253 4.793 0.465
```

HOMO-LUMO gap (spin up / spin down) (eV): 3.9 / 4.3
LUMO level (spin up / spin down) (eV): -11.02 / -10.62
HOMO energy (spin up / spin down) (eV): -14.88 / -14.88
Net charge: +3
Spin multiplicity: 3
E_tot (Ha): -7595.5470

---

2.
Formula: C4H8O2
Source: OMol25
Level of theory: ωB97M-V/def2-TZVPD

```
14
Properties=species:S:1:pos:R:3:nbo_charge:R:1
O 0.247 1.469 -1.022 -0.687
H 1.114 0.932 -1.612 0.475
C -1.425 0.107 0.142 -0.093
H 0.144 1.600 1.399 0.175
C 0.314 0.468 1.246 -0.092
H -0.264 -2.046 -0.264 0.277
H -1.988 -0.795 -0.401 0.197
H 1.012 -1.048 -1.919 0.201
O -1.016 -0.195 1.532 -0.535
C 0.581 -1.076 -0.590 -0.654
H 1.814 -1.131 0.028 0.222
H -1.825 1.186 0.014 0.199
C -0.052 0.310 -0.239 0.108
H 1.344 0.220 1.686 0.206
```

HOMO-LUMO gap (eV): 10.2
LUMO level (eV): 0.48
HOMO energy (eV): -9.76
Net charge: 0
E_tot (Ha): -307.4664

---

3.
Formula: C27H17N6O7RbS3
Source: OMol25
Level of theory: ωB97M-V/def2-TZVPD

```
61
Properties=species:S:1:pos:R:3:nbo_charge:R:1
C 2.329 2.192 -3.672 -0.256
Rb -1.783 -0.128 -0.721 0.942
C 0.142 -4.302 -1.323 -0.305
H 2.666 -4.002 -3.482 0.222
C 0.670 -5.388 -0.554 -0.195
H 2.196 -6.904 -0.332 0.186
H -5.032 4.231 2.643 0.169
C -5.150 3.132 2.594 -0.176
O 2.055 -1.787 -2.834 -1.042
C -6.293 2.672 3.214 -0.360
H 2.308 2.430 -4.719 0.212
C -5.780 0.471 2.316 -0.322
H 0.240 -5.745 0.397 0.230
C -4.191 2.308 1.941 -0.272
N 5.558 1.284 1.335 -0.619
O -1.036 -2.784 0.589 -1.042
C -2.956 2.846 1.522 0.366
S 0.790 -2.254 -3.390 2.437
C 0.856 -3.777 -2.434 -0.323
C 4.352 1.355 0.740 0.128
C 3.448 2.343 -2.873 -0.147
N 0.853 0.201 0.659 -0.389
C -6.633 1.316 2.972 -0.196
H -0.169 -0.887 2.061 0.236
H -7.023 3.331 3.608 0.186
C 1.999 0.853 0.347 0.166
S 6.672 1.936 0.345 0.814
N -2.107 2.424 0.584 -0.509
H -0.205 3.210 -0.077 0.207
C -1.163 4.205 1.656 -0.148
C 2.910 0.437 2.564 -0.150
C 1.745 -0.230 2.822 -0.252
H 3.459 -6.078 -2.316 0.188
O -3.861 0.059 1.031 -0.735
H 0.357 1.234 -3.753 0.222
O 0.858 -2.638 -4.782 -1.034
C 0.715 -0.306 1.865 0.093
N -2.408 3.892 2.148 -0.534
C 2.490 -5.642 -2.068 -0.278
C 1.813 -6.084 -0.945 -0.248
C 2.120 1.392 -1.028 0.280
H -0.581 5.091 2.007 0.205
N 1.035 1.361 -1.812 -0.413
H 4.388 2.787 -3.229 0.222
C -4.543 0.883 1.692 0.450
H 3.675 0.545 3.347 0.219
C 3.097 0.958 1.263 -0.074
S -1.396 -3.681 -0.552 2.385
C 2.058 -4.472 -2.694 -0.126
N 5.753 2.222 -0.970 -0.615
H 1.568 -0.645 3.782 0.210
O -1.879 -4.983 -0.123 -1.012
H -6.104 -0.536 2.085 0.205
C 3.372 1.934 -1.569 -0.137
H -2.989 4.426 2.807 0.404
C 4.512 1.938 -0.652 0.157
O -2.003 -2.992 -1.713 -0.998
C -1.030 3.322 0.643 -0.100
C 1.183 1.549 -3.134 0.096
O -0.353 -1.423 -3.179 -1.011
H -7.574 0.896 3.349 0.184
```

HOMO-LUMO gap (eV): 5.4
LUMO level (eV): 3.28
HOMO energy (eV): -2.16
Net charge: -2
E_tot (Ha): -3113.1061

---

4.
Formula: C39H38AsBaCl4N11O4P2
Source: OMol25
Level of theory: ωB97M-V/def2-TZVPD

```
100
Properties=species:S:1:pos:R:3:mulliken_charge:R:1
N 2.702 -1.605 2.795 -0.220
C -3.858 0.548 1.924 -0.469
H -2.465 3.587 0.102 0.333
C 2.657 1.055 -4.496 -0.631
C 2.849 0.520 -3.234 -0.386
C 2.064 2.490 1.871 0.512
H 4.012 4.481 -2.820 0.382
C -4.983 2.276 3.897 0.258
O -3.336 -0.201 1.012 -0.208
N -2.580 -5.073 3.543 -0.764
H 2.807 4.306 0.985 0.369
H 3.750 0.766 -2.685 0.091
C 2.563 0.278 0.122 -0.815
C -3.589 3.437 -2.478 -1.123
Cl -2.832 2.006 5.554 -0.259
H -4.488 -3.265 0.671 0.321
Cl -5.988 0.796 0.306 -0.215
C -3.730 1.669 4.099 0.470
O -1.952 0.310 3.347 -0.616
C 3.040 4.112 -2.516 -0.854
C 2.995 -3.542 -0.663 -0.495
O 0.735 -1.686 -0.648 0.387
C 1.491 0.768 -5.198 -0.684
N 0.317 -3.473 4.512 -0.110
H 3.822 2.990 -0.867 0.491
H 4.943 -0.938 -1.638 0.186
H -3.591 -3.996 -3.298 0.436
N -1.535 -4.947 4.380 -0.517
C -2.908 2.641 -0.216 -0.580
C -5.100 1.178 1.769 0.190
C 3.086 4.280 3.110 -0.685
C 2.675 3.741 1.899 -0.492
H -0.230 4.267 -3.395 0.479
H 2.102 1.776 5.177 0.483
C 1.683 2.796 -1.024 0.054
Cl -7.214 2.787 2.433 -0.275
N -2.276 0.317 -2.683 -0.511
H 1.368 0.817 3.058 0.263
H 3.405 1.709 -4.926 0.410
C 4.660 -1.949 -1.369 -0.278
H -3.403 4.458 -2.141 0.307
Ba -0.906 -1.070 1.351 0.870
C -0.858 -3.909 3.901 0.138
P 2.013 -1.025 -1.017 0.802
H 2.707 -0.244 1.091 0.133
H -2.374 1.811 0.246 -0.218
C 0.659 3.994 -2.841 -0.316
H -1.999 -4.988 0.119 0.316
C 5.622 -2.945 -1.357 -0.728
H -4.660 3.229 -2.379 0.294
C 0.521 -0.046 -4.636 -0.393
H -0.062 -1.179 -2.902 0.381
C -3.185 -3.016 -3.038 -1.283
C 1.879 -0.306 -2.668 0.898
H 1.989 5.117 -4.094 0.412
H -4.972 -4.177 -0.787 0.405
H 6.025 -5.017 -0.976 0.352
C -5.674 2.031 2.731 0.266
H -0.404 -0.245 -5.161 0.399
H 3.540 0.659 -0.192 0.501
C 2.931 3.273 -1.418 -0.259
H -3.949 2.594 0.092 0.377
C 1.401 -2.821 3.947 0.056
Cl -5.646 3.349 5.097 -0.269
N -1.429 -3.397 2.819 0.418
C -3.116 0.816 3.164 -0.415
N 1.408 -1.973 2.923 0.499
N -2.786 2.532 -1.677 0.474
C 0.713 -0.587 -3.372 -0.613
C 1.858 1.784 3.058 -0.426
C 1.902 4.469 -3.230 -0.684
C 3.343 -2.246 -1.028 0.412
O 0.011 1.315 0.551 -0.147
N 3.412 -2.199 3.704 -0.935
N 2.628 -2.984 4.451 -0.480
H 3.692 -5.541 -0.349 0.417
H 3.208 3.995 5.232 0.365
H 6.647 -2.711 -1.616 0.401
H -3.911 -2.240 -3.280 0.326
N -2.522 -4.167 2.619 -0.242
H 1.334 1.199 -6.180 0.368
H 3.550 5.258 3.134 0.401
As -2.772 -2.927 -1.116 0.707
H -2.820 -5.475 -1.386 0.406
H 1.974 -3.749 -0.367 0.408
C 3.962 -4.537 -0.649 -0.670
C -4.564 -3.235 -0.415 -1.129
C -2.114 -4.768 -0.943 -1.212
H -0.416 2.779 -1.424 0.106
C 2.272 2.328 4.263 -0.803
H -5.207 -2.402 -0.700 0.305
H -1.147 -4.861 -1.441 0.316
C 5.271 -4.241 -0.998 -0.466
C 0.546 3.162 -1.734 -0.597
H -3.307 3.353 -3.527 0.353
C -2.524 1.333 -2.189 0.506
C 2.888 3.571 4.287 -0.569
H -2.282 -2.827 -3.619 0.269
H 0.594 -4.072 5.272 0.279
P 1.440 1.689 0.383 1.278
```

HOMO-LUMO gap (eV): 4.5
LUMO level (eV): 3.25
HOMO energy (eV): -1.29
Net charge: -2
E_tot (Ha): -7197.2545

---

5.
Formula: C39H84ClN9O9P3S
Source: OMol25
Level of theory: ωB97M-V/def2-TZVPD

```
146
Properties=species:S:1:pos:R:3:mulliken_charge:R:1
C 1.621 4.332 3.829 -0.014
C -7.521 0.245 -4.267 -0.850
H -0.549 -0.105 4.233 0.282
C 0.223 -2.621 4.591 0.434
H -11.239 -1.151 -2.207 0.414
H -6.465 3.002 0.407 0.364
H -6.404 -1.360 -2.660 0.204
C 7.358 2.985 -0.533 -1.022
H 1.451 -0.356 -1.080 -0.132
H 9.468 2.085 1.137 0.251
H 2.918 0.666 -1.188 0.413
C 0.566 -2.423 6.008 -0.066
H 10.990 1.869 -3.193 0.320
H -5.225 3.889 -1.887 0.341
C -3.606 -3.139 -0.206 -1.073
H -4.914 -2.704 1.483 0.422
C -0.606 0.882 0.827 -1.340
C 10.171 1.342 -3.688 -1.157
C -9.077 -3.765 -6.930 -1.057
H -7.382 -2.774 -2.854 0.028
H 4.930 -0.456 0.606 0.080
P 8.741 0.808 -1.341 1.005
H 0.640 3.839 4.054 -0.258
H -2.820 -2.442 7.182 0.362
H 2.967 -1.476 2.710 0.440
H 1.763 -2.550 -0.855 0.377
C -4.283 -2.102 0.764 0.055
S 1.899 2.918 6.313 1.081
N 10.306 1.093 -0.567 -0.062
H -9.990 -0.140 -2.889 0.245
C -8.072 -4.243 -4.840 -1.161
N 4.935 -2.624 0.823 -0.668
C 1.318 -2.642 3.485 -0.684
H 8.571 -1.489 -2.965 0.308
H -3.924 2.769 -1.282 0.067
H 1.487 5.436 3.990 0.439
H 3.580 2.560 1.790 0.611
O 1.717 -3.664 2.985 -0.528
O -8.529 -1.263 -6.490 -0.801
H 8.135 -0.313 -4.216 0.307
H 8.961 4.533 -1.719 0.373
H 3.214 4.696 5.388 0.487
H 9.438 2.059 -4.073 0.295
H -6.648 2.010 -1.075 0.138
C -4.825 3.363 -0.976 -0.631
H 4.236 -2.708 1.558 0.309
N -1.400 1.717 3.624 -0.233
H -4.470 4.113 -0.212 0.262
O 2.696 3.070 7.530 -0.575
C 8.958 -0.691 -3.598 -1.024
N 8.457 2.525 -1.377 0.090
H -8.140 0.818 -3.563 0.250
H -2.725 0.917 1.589 0.324
H 6.950 3.931 -0.904 0.394
H 2.964 4.779 2.161 0.391
H -11.846 -2.808 -4.697 0.352
H 3.552 -1.507 -1.828 0.454
N -9.019 -3.382 -5.521 0.177
C -1.960 -2.507 6.475 -0.447
N -10.076 -2.115 -3.712 -0.059
C 1.907 -1.239 3.025 -0.266
O 1.820 1.479 6.013 -0.482
H 2.466 1.952 3.044 0.047
C 4.728 -1.388 0.021 -0.479
C -5.894 2.378 -0.340 -0.258
H 10.911 -0.957 -0.442 0.344
H -0.425 -2.220 8.034 0.368
H -1.073 2.674 3.510 0.079
O -5.216 -1.301 -0.005 -0.341
H 3.452 3.139 4.505 0.380
H -8.119 -3.604 -7.438 0.320
H 10.178 3.430 -2.252 0.187
H -6.472 0.435 -4.029 0.177
H -11.442 -0.471 -3.836 0.381
H 9.694 -1.154 -4.263 0.327
H -1.347 -2.925 3.029 0.536
H -2.424 0.699 -1.475 0.531
H -8.310 -4.320 -3.776 0.320
C -1.170 -2.773 4.124 -0.201
H -0.105 2.686 1.649 0.625
C -2.159 1.203 0.665 -0.790
O -5.011 0.310 -1.988 -0.617
H -0.964 -0.885 2.103 0.014
N 9.570 0.367 -2.797 0.177
H -8.070 -1.334 -2.097 0.182
H -9.344 -4.821 -7.039 0.322
H 4.961 -3.443 0.222 0.281
O 2.624 -2.661 -0.408 -0.603
H 2.153 2.281 -0.032 0.564
P -4.589 0.144 -0.520 0.396
H -4.297 -4.015 -0.374 0.348
C 2.434 -0.135 -0.554 -1.127
H 11.089 1.485 1.378 0.428
C 2.155 0.316 0.932 -0.310
H -2.647 -3.576 0.183 0.277
H 3.151 0.286 1.464 1.082
H -3.446 -2.699 -1.233 0.330
H 2.002 -0.530 3.887 -0.043
H -10.805 -4.098 -4.075 0.282
H -3.314 -2.815 4.652 0.395
C -10.723 -0.909 -3.138 -1.127
C 11.317 0.020 -0.716 -0.976
C 9.447 3.586 -1.466 -0.816
H 9.722 0.352 1.355 0.395
H -11.761 -3.177 -2.964 0.375
N 0.252 2.100 0.878 0.429
C 3.322 -1.427 -0.721 0.092
H 5.533 -1.434 -0.768 0.250
H 10.646 0.854 -4.543 0.428
Cl 0.002 3.607 6.741 -0.195
C 2.492 2.565 2.095 -0.607
C -7.419 -1.690 -2.908 -0.390
O -5.243 1.335 0.429 -0.320
C 2.667 3.838 4.903 -0.796
C -2.286 -2.724 5.062 -0.645
H -2.243 -0.766 -0.422 0.437
H 0.635 1.170 3.818 -1.048
C -0.259 -0.012 2.070 0.830
H 7.676 3.136 0.507 0.310
C 1.190 -0.654 1.751 0.082
O 7.358 0.507 -1.932 -0.819
H -0.355 0.264 -0.084 0.169
N -7.818 -1.186 -4.211 0.044
H 1.627 -2.296 6.340 0.423
H 11.708 -0.039 -1.729 0.284
C 2.107 4.081 2.328 -0.966
C -2.731 0.246 -0.492 -0.713
C 10.136 1.256 0.899 -1.133
C -0.569 -2.380 6.941 -0.635
H 1.238 4.406 1.687 0.383
H -1.906 1.599 4.500 0.334
H -9.843 -3.198 -7.459 0.327
H -8.141 -5.273 -5.204 0.449
H -3.571 -1.516 1.401 -0.050
P -9.171 -1.689 -5.173 0.888
H 6.529 2.274 -0.522 0.135
H 0.952 -1.537 1.088 0.746
H 9.991 3.744 -0.525 0.280
H -7.036 -3.908 -4.972 0.301
H 12.187 0.221 -0.086 0.392
C 1.726 1.845 0.916 -0.524
C -11.174 -3.094 -3.883 -0.957
H -7.693 0.657 -5.262 0.352
H -2.349 2.268 0.354 0.238
H 0.042 2.642 0.024 0.601
C -0.329 0.703 3.475 0.250
```

HOMO-LUMO gap (eV): 5.9
LUMO level (eV): -3.12
HOMO energy (eV): -8.98
Net charge: +1
E_tot (Ha): -4588.3405

---

6.
Formula: C28H23F3N5O3SW
Source: OMol25
Level of theory: ωB97M-V/def2-TZVPD

```
64
Properties=species:S:1:pos:R:3:nbo_charge:R:1
H 3.966 3.923 -1.805 0.230
H -0.856 -2.291 -6.021 0.211
F -4.544 0.878 4.370 -0.318
H 4.628 -0.609 1.862 0.240
C 1.229 -3.212 2.967 -0.117
C -0.660 -4.447 3.800 -0.204
C -0.910 -3.017 1.883 -0.185
C 3.740 3.057 -2.430 -0.673
H 0.556 -2.131 -4.001 0.224
H 5.754 -0.173 0.554 0.213
C -1.359 0.560 3.500 -0.215
H 2.980 3.340 -3.154 0.232
N 2.456 -0.244 0.230 -0.352
S 1.670 3.579 1.472 0.077
H -1.084 -5.141 4.515 0.213
H -1.006 3.558 -0.036 0.236
H 0.564 1.106 2.685 0.239
W 0.706 0.799 -0.474 1.522
H -2.913 1.258 -4.892 0.182
C -1.344 0.630 -3.540 -0.193
O 0.408 -0.334 -2.227 -0.737
N -0.819 0.793 1.193 -0.425
C -3.025 0.157 1.829 -0.176
C -0.207 -1.393 -4.210 -0.271
C 3.693 0.118 0.080 0.311
H -2.500 -4.178 2.732 0.214
H 2.271 -2.929 3.022 0.225
N -2.367 2.775 -2.862 -0.510
C 1.247 2.350 0.609 -0.391
F -3.112 -0.359 5.412 -0.313
C -2.643 0.205 3.160 -0.089
H -2.613 -0.577 -6.461 0.212
H 1.309 -4.523 4.656 0.213
C -2.290 3.674 -1.816 -0.086
C -0.356 -0.342 -3.269 0.410
C 3.223 1.924 -1.585 0.475
C -2.142 0.522 -4.690 -0.168
C 0.685 -4.100 3.879 -0.236
C -1.455 -3.906 2.801 -0.220
C 0.983 -1.660 1.015 0.549
H -1.514 -2.594 1.092 0.228
O 1.953 1.656 -1.782 -0.660
C -1.986 -0.509 -5.584 -0.282
H 5.090 1.530 -0.737 0.217
C -0.997 -1.470 -5.327 -0.171
H -2.927 2.877 -3.688 0.424
C -3.671 -0.130 4.221 0.969
N -0.904 1.958 -1.467 -0.536
F -4.375 -1.219 3.884 -0.316
C 0.431 -2.662 1.965 -0.132
N 2.222 -1.299 1.124 -0.393
O 0.172 -1.146 0.136 -0.709
C -2.076 0.453 0.871 0.064
H 4.654 2.779 -2.956 0.225
H -4.022 -0.130 1.525 0.236
H 4.803 -1.672 0.488 0.241
C -1.381 3.157 -0.961 -0.068
H -1.025 0.595 4.526 0.248
H -2.863 4.582 -1.788 0.228
C -1.517 1.749 -2.630 0.411
C -0.465 0.854 2.475 0.082
C 4.792 -0.623 0.784 -0.657
H -2.303 0.387 -0.182 0.226
C 4.048 1.242 -0.740 -0.425
```

HOMO-LUMO gap (spin up / spin down) (eV): 6.3 / 6.0
LUMO level (spin up / spin down) (eV): -0.37 / -0.47
HOMO energy (spin up / spin down) (eV): -6.68 / -6.46
Net charge: 0
Spin multiplicity: 2
E_tot (Ha): -2345.2486

---

Molar mass
In order: 900.675; 88.106; 719.137; 1140.816; 983.597; 750.425
Unit: g mol⁻¹